ORCA calculation (wB97M-V/def2-TZVPD) on a 13-piece molecular cluster, C30H84Br4F6N7O13S2 overall.

M	1248.78	g mol⁻¹
largest force on an atom	4.30	eV Å⁻¹
LUMO	-0.14834	hartree
charge	+1
electronic energy	-387654.28946	eV
multiplicity	1
gap between HOMO and LUMO	4.103	eV
ΔE to the lowest compared entry with this formula, charge and spin	1.797	eV

The geometry in XYZ format:
```
146
Properties=species:S:1:pos:R:3:forces:R:3:lowdin_charge:R:1
C 1.9253 5.0947 -0.2741 -1.07 -0.16 -1.27 -0.039
C 1.4184 5.5719 -1.7086 0.79 0.50 1.16 -0.217
C 0.3819 4.6468 -2.4563 -0.45 0.39 -0.31 -0.148
O -0.0323 5.0655 -3.7760 3.00 -0.02 0.36 -0.159
C 1.1348 5.0951 -4.7092 -2.66 1.09 0.06 -0.054
N 0.9114 7.0576 -1.5293 0.17 -1.87 -1.38 0.233
H 1.5706 7.6505 -1.0456 -0.11 -0.14 0.81 0.160
H 0.7375 7.5221 -2.4091 -0.19 -0.17 -0.63 0.155
H 0.0190 6.9292 -1.0741 -0.85 0.59 1.50 0.104
H 2.0650 4.0147 -0.3199 -0.01 -0.04 -0.03 0.062
H 1.1752 5.3104 0.4867 0.08 0.04 0.08 0.064
H 2.8973 5.5304 -0.0426 -0.12 0.29 0.03 0.075
H 2.3739 5.7422 -2.2048 -0.34 -0.38 -0.88 0.108
H -0.5579 4.4822 -1.9291 -0.09 0.70 0.48 0.140
H 0.7365 3.6168 -2.4915 0.82 -0.02 -0.05 0.118
H 1.5291 4.1160 -4.9811 0.01 0.05 0.39 0.066
H 1.8675 5.8537 -4.4336 0.37 -0.38 0.46 0.067
H 0.6520 5.5525 -5.5728 0.20 -0.39 -0.35 0.093
C -1.9912 -7.4780 -0.2531 0.35 1.30 2.03 -0.025
C -3.0563 -6.4984 0.4041 1.04 -1.45 -1.94 -0.233
C -2.6232 -5.4545 1.4161 -0.12 0.08 0.40 -0.186
O -3.7810 -4.8071 1.8676 -0.31 -1.10 -1.20 -0.192
C -3.5473 -3.8209 2.8102 -1.77 0.61 1.26 -0.121
N -3.6520 -5.8272 -0.8274 -0.23 -1.08 -0.15 0.224
H -3.6762 -4.8175 -0.8240 -0.94 1.32 0.30 0.023
H -3.1462 -6.0693 -1.6674 0.80 0.00 -0.12 0.140
H -4.5367 -6.2653 -1.0409 -0.91 0.73 0.27 0.163
H -1.3641 -7.7746 0.5876 0.28 -0.28 -0.17 0.083
H -1.3466 -6.8911 -0.9074 0.08 -0.19 -0.12 0.059
H -2.3817 -8.3827 -0.7191 -0.39 0.34 -0.06 0.085
H -3.8078 -7.1853 0.7934 -0.31 0.64 0.35 0.150
H -1.9940 -4.6480 1.0397 0.65 -0.50 -0.47 0.107
H -2.1351 -5.9405 2.2609 0.43 -0.24 -0.10 0.143
H -2.6323 -3.2308 2.7577 0.00 -0.12 -0.37 0.025
H -3.7126 -4.2233 3.8096 0.80 -0.34 0.37 0.091
H -4.4598 -3.2297 2.7342 0.35 0.86 -0.22 0.087
C 1.6476 -6.4355 -2.6322 2.06 -0.47 1.15 -0.039
C 1.5580 -4.9263 -2.6080 -0.67 1.06 0.92 -0.298
C 2.7245 -4.1074 -1.9395 0.94 -0.43 -0.82 -0.140
O 2.6517 -2.6728 -2.0593 -0.22 0.04 1.22 -0.198
C 3.8261 -1.9924 -1.5298 -0.67 -0.11 -0.39 -0.075
N 1.3921 -4.4694 -4.0331 -0.36 -0.95 0.71 0.214
H 2.2424 -4.5578 -4.5709 0.31 0.31 -0.19 0.167
H 0.6991 -5.0806 -4.4410 -0.22 -0.22 -0.45 0.150
H 0.9642 -3.5553 -4.0696 -0.19 1.77 -0.37 -0.027
H 1.5972 -6.9217 -1.6579 -0.56 0.66 0.40 0.082
H 2.6997 -6.6504 -2.8198 0.05 -0.55 -0.98 0.091
H 0.9457 -6.9860 -3.2585 0.13 0.44 -0.37 0.093
H 0.6067 -4.7102 -2.1217 0.06 0.58 0.05 0.124
H 3.6472 -4.3111 -2.4827 0.25 -0.76 -0.48 0.116
H 2.9596 -4.4994 -0.9500 -0.70 0.23 0.43 0.114
H 4.0111 -1.9716 -0.4559 -0.54 -1.13 0.38 0.084
H 3.7117 -0.9186 -1.6778 -0.22 -0.08 -0.92 0.066
H 4.7165 -2.3891 -2.0175 0.15 0.12 -0.13 0.084
C 5.2740 2.9752 -1.2203 -1.16 0.20 -1.21 -0.014
C 5.7577 2.4964 -2.5942 0.83 0.26 1.91 -0.311
C 4.7844 2.0950 -3.6342 -2.87 -1.19 0.97 -0.185
O 3.6112 1.5694 -2.9579 0.65 1.02 -1.64 -0.201
C 2.5181 1.3286 -3.9158 0.46 -1.19 1.01 -0.041
N 6.5650 3.6302 -3.1899 0.78 -0.52 0.80 0.237
H 7.4783 3.6731 -2.7609 0.82 -0.42 -0.19 0.172
H 6.6302 3.5460 -4.1943 0.25 0.20 -0.46 0.169
H 6.2096 4.5328 -2.9087 -0.93 0.38 -0.31 0.166
H 4.7792 2.1135 -0.7723 0.15 0.30 0.38 0.095
H 4.5105 3.7293 -1.4114 -0.33 0.07 0.26 0.076
H 6.0299 3.4578 -0.6008 0.27 -0.52 0.01 0.098
H 6.3582 1.6167 -2.3625 0.83 0.38 -0.47 0.161
H 5.2209 1.2618 -4.1851 0.00 0.35 -0.78 0.145
H 4.4341 2.9419 -4.2242 0.29 0.11 -0.50 0.135
H 2.8360 0.7306 -4.7699 0.32 -0.29 0.16 0.090
H 2.0284 2.1929 -4.3645 0.14 0.41 0.70 0.065
H 1.8809 0.7199 -3.2743 -0.61 0.23 -0.61 0.073
C 2.2112 -1.3838 5.0569 0.30 0.89 -0.09 -0.024
C 2.3744 0.1539 5.0707 -0.60 1.51 -0.23 -0.236
C 2.9168 0.7772 3.7304 -0.57 -0.05 0.54 -0.160
O 3.0882 2.2048 3.7308 0.26 -1.65 1.95 -0.195
C 3.3024 2.7511 2.4517 -0.85 0.02 0.43 -0.095
N 1.0014 0.8675 5.3419 0.77 -1.13 0.23 0.217
H 0.4233 0.5553 6.1090 0.36 -0.71 0.87 0.155
H 1.1122 1.8574 5.5089 0.08 0.50 -0.74 0.157
H 0.3836 0.6003 4.5890 -0.93 0.40 -1.50 -0.009
H 1.4636 -1.6930 4.3265 -0.20 0.07 0.18 0.058
H 1.9911 -1.7579 6.0568 -0.29 0.08 -0.09 0.095
H 3.1449 -1.8692 4.7727 0.12 0.24 -0.08 0.091
H 2.9910 0.5501 5.8776 0.21 -0.42 0.06 0.144
H 2.2204 0.5607 2.9203 -0.03 -0.54 -0.14 0.124
H 3.8665 0.2561 3.6092 0.18 0.07 -0.44 0.133
H 2.3031 3.0817 2.1686 0.20 0.39 -0.81 0.087
H 3.6663 1.9968 1.7541 0.22 0.12 -0.14 0.080
H 3.9922 3.5816 2.6017 -0.02 -0.01 -0.40 0.095
C -4.7329 2.6339 2.4800 0.41 -0.59 0.28 -0.034
C -5.4847 1.2999 2.2443 -0.21 0.36 -0.67 -0.294
C -6.6716 1.4835 1.2924 -2.31 -1.83 0.56 -0.147
O -7.1651 0.1861 0.7955 2.33 0.42 0.01 -0.245
C -8.3201 -0.3389 1.4239 0.66 0.85 -0.68 -0.096
N -4.5824 0.3220 1.5345 -0.10 1.31 0.68 0.200
H -3.7351 0.2919 2.0834 1.00 -0.46 0.02 -0.014
H -4.9518 -0.6015 1.3593 -0.50 -0.32 -0.08 0.116
H -4.4347 0.7828 0.6480 0.75 0.18 -1.36 0.013
H -5.3503 3.4250 2.9055 -0.38 -0.21 -0.26 0.091
H -4.2428 3.0038 1.5794 -0.26 -0.01 -0.25 0.044
H -3.9365 2.5030 3.2126 0.10 -0.26 0.07 0.074
H -5.7196 0.8033 3.1857 -0.46 0.21 -0.02 0.147
H -6.5088 2.1295 0.4297 0.50 -0.11 0.12 0.097
H -7.5509 1.8081 1.8487 0.30 0.97 0.25 0.119
H -8.3470 -1.4047 1.1975 -0.21 0.14 -0.07 0.091
H -9.0906 0.2409 0.9155 -0.97 -0.53 0.68 0.094
H -8.2675 -0.1937 2.5029 -0.36 0.04 0.15 0.083
C -1.0391 -2.4276 -0.5634 1.34 -0.92 -0.92 -0.053
C -1.1244 -0.8879 -0.5430 0.19 -0.50 1.71 -0.298
C 0.2873 -0.1622 -0.4518 -0.96 -1.15 -0.83 -0.160
O 0.3472 1.2120 -0.7001 0.74 -0.76 -1.85 -0.213
C -0.2113 2.1820 0.1345 -0.12 -1.12 0.97 -0.104
N -1.9131 -0.4359 -1.7096 1.27 0.79 0.50 0.184
H -2.0764 0.5604 -1.6807 -0.64 1.01 0.39 0.020
H -1.4053 -0.5460 -2.5756 0.21 -0.91 -1.01 -0.019
H -2.8201 -0.8803 -1.7011 -1.05 -0.71 -0.38 -0.029
H -0.5511 -2.9860 0.2354 -0.26 0.90 0.97 0.058
H -0.3625 -2.7946 -1.3352 0.09 0.51 -0.80 0.051
H -1.9596 -2.9698 -0.7798 -0.45 0.71 0.15 0.019
H -1.7369 -0.6840 0.3353 0.06 0.50 0.05 0.065
H 0.8145 -0.6445 -1.2749 0.36 0.22 -0.28 0.100
H 0.8570 -0.4493 0.4320 -0.49 -0.06 0.57 0.116
H 0.2120 3.1073 -0.2564 -0.89 0.06 0.43 0.047
H 0.1255 1.9769 1.1507 0.21 0.43 0.44 0.074
H -1.2917 2.0441 0.1789 -0.20 0.95 -0.30 0.060
C 1.3699 -4.0269 2.5640 -2.02 -1.98 -2.58 -0.641
F 0.0898 -3.5949 2.8384 1.14 -0.98 0.32 0.046
F 1.8839 -3.0407 1.8652 1.10 1.16 -0.72 0.108
F 2.0653 -4.2176 3.6401 0.34 0.09 1.32 0.158
S 1.3786 -5.7465 1.4795 0.63 -1.68 3.22 0.504
O 0.5248 -5.5574 0.3462 -1.47 1.01 -1.14 -0.354
O 2.7465 -6.0451 1.0260 -0.79 0.92 0.99 -0.352
O 0.8224 -6.6419 2.5367 0.97 1.56 -1.85 -0.359
C -2.2054 6.6370 2.9396 -0.59 -1.84 -1.87 -0.623
F -3.4808 6.1758 3.2269 1.46 1.39 -0.16 0.082
F -2.0635 7.9470 2.9336 -0.78 0.44 0.63 0.140
F -1.4098 6.1176 3.8679 0.24 0.10 0.24 0.121
S -1.7712 5.9869 1.1849 -4.03 -1.49 -0.04 0.462
O -1.4922 4.6001 1.4500 0.61 -0.56 0.33 -0.330
O -2.9728 6.1912 0.3659 1.63 0.47 1.18 -0.318
O -0.6155 6.7254 0.7583 1.89 1.51 -0.70 -0.367
Br -1.5956 -0.5190 3.2075 0.44 0.38 0.28 -0.206
Br -0.4075 -1.4678 -4.6766 0.52 -0.40 0.34 -0.361
Br -4.0513 2.3977 -1.4001 0.43 -0.51 0.38 -0.325
Br -4.7968 -2.3651 -1.4695 0.55 -0.40 0.35 -0.349
```
Forces are in eV/Å.